#1
C3H13NO2S | ωB97M-V/def2-TZVPD

Results
Frontier orbital gap, Ha: 0.34426
SMILES: NCCCS.O.O
Spin multiplicity: 1
HOMO level, eV: -8.675

Cartesian coordinates (Å):
1 S -2.004 1.587 -1.447
2 O 0.017 -2.525 0.625
3 O -2.146 -1.877 -1.122
4 N 1.669 -0.118 0.871
5 C 1.163 1.232 1.168
6 C -0.668 0.790 -0.540
7 C 0.368 1.773 -0.002
8 H 2.312 -0.431 1.589
9 H -1.651 -1.999 -0.299
10 H 0.409 -1.625 0.644
11 H -1.078 0.280 0.321
12 H -2.050 0.715 -2.454
13 H 0.660 1.226 2.114
14 H 0.595 -2.993 0.010
15 H -0.190 0.013 -1.129
16 H 1.023 2.203 -0.768
17 H -2.494 -2.766 -1.260
18 H 2.006 1.940 1.302
19 H -0.152 2.681 0.360
20 H 2.210 -0.107 0.015

Here are the Löwdin charges for atoms 1 to 5, given in e: 0.72, -0.09, -0.09, -0.02, -0.28

***

#2
C3H13NO2S | ωB97M-V/def2-TZVPD

Results
Frontier orbital gap, Ha: 0.35680
SMILES: NCCCS.O.O
Spin multiplicity: 1
HOMO level, eV: -9.009

Cartesian coordinates (Å):
1 S -0.426 -1.812 -0.964
2 O -2.729 -0.693 3.158
3 O -3.103 1.989 2.706
4 N 3.291 1.533 -0.964
5 C 2.457 0.861 -2.033
6 C 1.040 -0.762 -0.687
7 C 1.039 0.381 -1.608
8 H -2.888 -0.054 2.413
9 H -3.644 -1.053 3.372
10 H 0.579 0.135 -2.623
11 H 2.009 -1.463 -0.855
12 H -3.695 2.712 2.659
13 H 0.471 1.279 -1.246
14 H 3.018 1.078 -0.143
15 H -2.777 2.114 3.541
16 H 2.940 0.009 -2.444
17 H 1.240 -0.247 0.228
18 H 4.271 1.263 -1.023
19 H -0.494 -2.521 0.146
20 H 2.187 1.750 -2.788

Here are the Löwdin charges for atoms 1 to 5, given in e: 0.71, -0.12, 0.00, 0.00, -0.27

***

#3
C3H13NO2S | ωB97M-V/def2-TZVPD

Results
Frontier orbital gap, Ha: 0.33727
SMILES: CNCCS.O.O
Spin multiplicity: 1
HOMO level, eV: -8.713

Cartesian coordinates (Å):
1 S 0.179 3.232 -0.063
2 O 3.152 0.884 0.369
3 O -0.102 -1.834 2.593
4 N -0.701 -0.900 -0.536
5 C -0.892 0.554 -0.649
6 C -0.111 1.499 0.313
7 C -1.402 -1.706 -1.415
8 H -0.961 -2.587 -1.777
9 H -0.951 -1.153 0.469
10 H 0.930 1.066 0.416
11 H 0.620 -1.167 2.523
12 H 3.729 1.532 0.812
13 H -2.352 -1.988 -1.118
14 H -1.979 0.761 -0.454
15 H 0.146 3.340 -1.390
16 H -0.598 1.418 1.338
17 H 0.030 -2.449 1.876
18 H 3.186 0.059 0.799
19 H -0.544 0.652 -1.768
20 H -1.380 -1.212 -2.336

Here are the Löwdin charges for atoms 1 to 5, given in e: 0.68, -0.05, -0.07, -0.17, -0.28

***

Last place for stability: #3

***

#1
C9H36O9 | ωB97M-V/def2-TZVPD

Results
Frontier orbital gap, Ha: 0.36921
SMILES: CO.CO.CO.CO.CO.CO.CO.CO.CO
Spin multiplicity: 1
HOMO level, eV: -9.847

Cartesian coordinates (Å):
1 O 2.183 -4.504 2.141
2 O -0.518 3.296 -1.045
3 O 4.407 -2.002 -1.127
4 O -3.252 -2.068 0.447
5 O 0.422 -3.435 -3.685
6 O 4.705 2.642 1.833
7 O 0.699 1.029 0.363
8 O -1.306 4.068 3.637
9 O -3.740 0.785 -0.254
10 C -0.065 0.068 -0.256
11 C 0.547 3.526 -1.914
12 C -1.503 3.058 2.766
13 C 3.460 2.021 1.828
14 C -3.976 1.893 -1.100
15 C 0.522 -3.566 -2.232
16 C -4.625 -2.448 0.275
17 C 3.596 -0.873 -1.301
18 C 1.202 -3.870 1.399
19 H -5.221 -1.544 0.393
20 H -0.958 4.116 -1.122
21 H 2.811 2.716 2.243
22 H 3.312 0.950 2.212
23 H -4.561 -3.253 0.851
24 H 0.279 1.790 0.028
25 H 0.676 -2.563 -1.708
26 H 0.194 3.617 -2.935
27 H -2.116 2.294 3.284
28 H 5.240 2.250 2.690
29 H -3.132 -1.236 0.123
30 H -4.724 -2.862 -0.912
31 H -1.137 0.238 -0.508
32 H 5.271 -1.583 -0.984
33 H 1.228 4.495 -1.579
34 H 0.198 0.044 -1.224
35 H 1.035 -4.216 -1.854
36 H 2.523 -1.129 -1.618
37 H 0.112 -3.883 1.768
38 H -1.800 3.355 1.819
39 H 0.203 -4.217 -4.085
40 H -4.388 0.971 0.270
41 H 1.201 2.612 -1.788
42 H -0.408 -4.146 -1.871
43 H 1.512 -2.799 1.243
44 H 1.878 -5.297 2.400
45 H -4.085 2.747 -0.445
46 H 3.905 -0.046 -1.777
47 H -0.128 -0.944 0.328
48 H -0.681 4.452 3.118
49 H -0.575 2.409 2.709
50 H -4.910 1.975 -1.992
51 H -3.112 2.160 -1.780
52 H 1.247 -4.514 0.546
53 H 2.982 1.872 0.884
54 H 3.373 -0.452 -0.504

Here are the Löwdin charges for atoms 1 to 5, given in e: -0.08, -0.13, -0.07, -0.12, -0.08

***

#2
C9H36O9 | ωB97M-V/def2-TZVPD

Results
Frontier orbital gap, Ha: 0.35700
SMILES: CO.CO.CO.CO.CO.CO.CO.CO.CO
Spin multiplicity: 1
HOMO level, eV: -9.333

Cartesian coordinates (Å):
1 O 7.127 15.298 -16.367
2 O 7.801 7.937 -17.536
3 O 2.848 12.851 -14.375
4 O 8.320 10.356 -16.027
5 O 8.742 8.847 -11.146
6 O 8.067 15.087 -12.062
7 O 9.690 13.142 -11.222
8 O 7.024 5.152 -12.271
9 O 10.800 11.235 -15.520
10 C 2.793 11.627 -15.071
11 C 6.894 6.945 -17.279
12 C 8.031 14.412 -17.021
13 C 7.348 14.576 -13.188
14 C 7.734 10.641 -14.717
15 C 9.224 11.868 -10.852
16 C 9.080 8.392 -9.851
17 C 10.895 12.487 -14.996
18 C 7.884 6.068 -12.957
19 H 8.510 7.662 -18.123
20 H 7.392 6.064 -16.874
21 H 6.672 10.670 -14.958
22 H 8.712 6.289 -12.284
23 H 9.113 9.225 -9.148
24 H 6.407 6.550 -18.171
25 H 10.012 7.829 -9.810
26 H 10.252 13.450 -10.507
27 H 7.492 16.170 -16.536
28 H 6.494 15.165 -13.521
29 H 8.270 5.585 -13.855
30 H 8.275 11.956 -10.324
31 H 7.899 13.484 -16.464
32 H 7.710 14.253 -18.050
33 H 7.180 4.255 -12.575
34 H 7.412 6.972 -13.342
35 H 3.774 11.240 -15.347
36 H 11.942 12.756 -14.862
37 H 9.879 11.066 -15.730
38 H 9.158 11.181 -11.695
39 H 8.033 14.460 -14.028
40 H 8.019 9.490 -16.313
41 H 8.091 11.602 -14.347
42 H 8.699 14.400 -11.839
43 H 3.526 13.400 -14.777
44 H 7.030 13.545 -13.032
45 H 10.429 13.238 -15.634
46 H 6.094 7.203 -16.586
47 H 9.872 11.414 -10.102
48 H 2.324 10.948 -14.359
49 H 7.840 9.176 -11.161
50 H 2.107 11.606 -15.918
51 H 9.082 14.657 -16.865
52 H 7.936 9.831 -14.016
53 H 8.251 7.776 -9.505
54 H 10.494 12.429 -13.984

Here are the Löwdin charges for atoms 1 to 5, given in e: -0.13, -0.10, -0.11, -0.15, -0.15

***

Last place for stability: #1

***

#1
C3H8N | ωB97M-V/def2-TZVPD

Results
Frontier orbital gap, Ha: 0.40266
SMILES: C=C(C)[NH3+]
Spin multiplicity: 1
HOMO level, eV: -15.018
Total charge: +1

Cartesian coordinates (Å):
1 N -1.137 0.788 0.216
2 C 1.192 0.297 -0.713
3 C -0.104 -1.344 0.656
4 C -0.060 -0.218 -0.045
5 H 0.818 -1.906 0.738
6 H -1.936 0.707 -0.427
7 H 1.756 -0.589 -0.986
8 H -1.522 0.718 1.158
9 H 0.981 0.834 -1.634
10 H -0.795 1.745 0.095
11 H 1.797 0.867 -0.009
12 H -0.991 -1.900 0.950

Here are the Löwdin charges for atoms 1 to 5, given in e: 0.23, -0.03, 0.11, -0.33, 0.09

***

#2
C3H8N | ωB97M-V/def2-TZVPD

Results
Frontier orbital gap, Ha: 0.41029
SMILES: C/C=C/[NH3+]
Spin multiplicity: 1
HOMO level, eV: -15.033
Total charge: +1

Cartesian coordinates (Å):
1 N -0.303 1.909 0.121
2 C -0.331 0.437 0.393
3 C 0.313 -1.861 -0.116
4 C 0.333 -0.392 -0.393
5 H -1.001 2.114 -0.598
6 H 0.974 -2.401 -0.772
7 H 0.614 2.220 -0.206
8 H -0.842 0.096 1.272
9 H 0.854 -0.147 -1.317
10 H -0.502 2.442 0.968
11 H -0.651 -2.279 -0.266
12 H 0.542 -2.138 0.913

Here are the Löwdin charges for atoms 1 to 5, given in e: 0.21, -0.08, -0.07, -0.10, 0.18

***

Last place for stability: #1